[1]
This record from the Open Molecules 2025 dataset describes a 2-piece molecular cluster, C10H16 overall. The level of theory is wB97M-V/def2-TZVPD.

XYZ file:
```
26
Properties=species:S:1:pos:R:3
C -1.291 2.224 -1.016
C -0.106 1.738 -0.149
C -0.406 0.788 0.800
C 0.615 0.313 1.579
C 1.909 0.686 1.418
C 2.232 1.783 0.475
C 1.200 2.216 -0.306
H -1.799 1.367 -1.386
H -0.888 2.852 -1.812
H -2.058 2.898 -0.602
H -1.403 0.458 0.817
H 0.411 -0.505 2.304
H 2.772 0.189 1.911
H 3.231 2.080 0.413
H 1.370 2.992 -1.052
C -1.521 -2.357 -1.737
C -0.677 -2.145 -0.458
C -0.828 -3.529 0.235
H -2.300 -3.142 -1.564
H -2.091 -1.336 -2.085
H -0.983 -2.858 -2.588
H -1.128 -1.325 0.153
H 0.476 -1.988 -0.649
H -0.255 -4.370 -0.280
H -1.784 -3.996 0.134
H -0.337 -3.618 1.237
```

Values from the calculation:
- Max |F|: 0.0885 hartree/bohr
- HOMO energy: -8.91 eV
- Net charge: 0
- Relative energy (zero: lowest compared OMol25 entry of this formula, charge and spin): 1.7986 eV
- Spin multiplicity: 1

Results of the Löwdin charge analysis, in e, for atoms 1 through 6: C -0.0384; C -0.2494; C -0.1030; C -0.1342; C -0.0715; C -0.0507

***

[2]
This record from the Open Molecules 2025 dataset describes a 2-piece molecular cluster, C10H16 overall. The level of theory is wB97M-V/def2-TZVPD.

XYZ file:
```
26
Properties=species:S:1:pos:R:3
C -1.511 -0.292 3.063
C -0.355 -0.610 2.141
C 0.943 -0.736 2.634
C 2.007 -1.281 1.878
C 1.656 -1.602 0.587
C 0.371 -1.543 0.067
C -0.657 -1.033 0.819
H -1.545 -1.075 3.824
H -2.466 -0.208 2.549
H -1.303 0.655 3.586
H 1.116 -0.581 3.683
H 3.041 -1.373 2.159
H 2.433 -2.025 -0.055
H 0.238 -2.029 -0.891
H -1.681 -1.031 0.461
C 0.587 1.303 -1.324
C -0.629 1.652 -2.179
C -0.674 1.108 -3.616
H 1.281 2.129 -1.404
H 0.317 1.082 -0.296
H 1.028 0.342 -1.602
H -0.536 2.728 -2.325
H -1.582 1.409 -1.723
H 0.007 1.694 -4.249
H -1.681 1.256 -4.017
H -0.404 0.063 -3.771
```

Values from the calculation:
- Max |F|: 0.0464 hartree/bohr
- HOMO energy: -8.96 eV
- Net charge: 0
- Relative energy (zero: lowest compared OMol25 entry of this formula, charge and spin): 0.8067 eV
- Spin multiplicity: 1

Results of the Löwdin charge analysis, in e, for atoms 1 through 6: C -0.0580; C -0.2719; C -0.0515; C -0.0641; C -0.1252; C -0.1313